Below is a molecular structure, C15H24KNO5Si, with properties calculated with ωB97M-V with the def2-TZVPD basis set.

Values from the calculation:
Charge: -2
LUMO energy in eV: 4.11
HOMO level in eV: -1.3606
HOMO-LUMO gap in eV: 5.4677
Molecular weight in g mol⁻¹: 365.543

Atoms and positions in Å:
K: -0.486 -0.303 0.522
O: 2.331 6.012 -2.923
C: 1.568 5.919 -1.935
O: 0.887 6.801 -1.379
C: 1.340 4.474 -1.422
C: 2.033 3.410 -1.990
C: 1.832 2.137 -1.495
N: 1.019 1.855 -0.472
C: 0.332 2.872 0.070
C: 0.459 4.181 -0.393
C: -0.612 2.544 1.242
O: -1.673 3.178 1.285
O: -0.216 1.636 2.035
H: 2.716 3.609 -2.805
H: 2.354 1.287 -1.928
H: -0.123 4.972 0.059
C: 2.660 -2.169 -0.126
C: 2.748 -0.988 0.815
O: 1.946 -1.251 1.959
C: 2.109 -0.244 2.952
C: 1.126 -0.505 4.069
H: 3.240 -1.964 -1.029
H: 1.624 -2.362 -0.418
H: 3.059 -3.067 0.352
H: 2.398 -0.064 0.339
H: 3.787 -0.817 1.132
H: 1.915 0.742 2.520
H: 3.145 -0.278 3.321
H: 0.109 -0.357 3.709
H: 1.292 0.209 4.879
H: 1.239 -1.520 4.456
C: -3.016 -0.839 -1.824
Si: -2.600 -2.548 -1.098
C: -3.262 -2.578 0.692
C: -3.848 -3.682 -1.995
C: -0.849 -2.860 -1.141
H: -4.096 -0.689 -1.913
H: -2.590 -0.747 -2.828
H: -2.628 0.003 -1.242
H: -4.355 -2.538 0.719
H: -2.891 -1.750 1.305
H: -2.953 -3.506 1.184
H: -4.888 -3.361 -1.874
H: -3.759 -4.706 -1.617
H: -3.621 -3.709 -3.066
H: -0.331 -2.699 -2.091
H: -0.469 -3.741 -0.616


Below is 6 unconnected molecules or ions with the total composition C26H51ClNO20PS5 in a non-equilibrium geometry, with properties calculated with ωB97M-V with the def2-TZVPD basis set.

Values from the calculation:
LUMO energy in eV: -0.02
HOMO level in eV: -9.0071
SMILES: O=C1O[C@@H](c2ccncc2)[C@](C[C@H]2CO2)(P(O)Cl)O1.CCOS(C)(=O)=O.CCOS(C)(=O)=O.CCOS(C)(=O)=O.CCOS(C)(=O)=O.CCOS(C)(=O)=O
HOMO-LUMO gap in eV: 8.9886
Molecular weight in g mol⁻¹: 924.443

Atoms and positions in Å:
O: -2.506 0.021 4.213
C: -1.348 -0.343 3.954
O: -0.852 -1.042 2.812
C: 0.540 -0.659 2.677
C: 0.926 -0.108 1.233
C: -0.092 0.349 0.171
C: 0.402 0.910 -1.152
N: 1.714 1.102 -1.668
C: 2.612 0.631 -0.670
C: 2.371 0.065 0.718
C: 0.941 0.256 3.943
C: 1.331 1.789 3.728
C: -0.105 2.664 3.350
C: 0.176 4.189 2.719
O: -0.336 2.937 1.879
P: 2.633 -0.562 4.435
O: 2.326 -1.355 5.949
Cl: 4.107 0.955 4.756
O: -0.202 -0.068 4.798
H: 1.105 -1.641 2.887
H: -1.212 0.307 0.395
H: -0.435 1.270 -1.883
H: 3.722 0.700 -0.989
H: 3.257 -0.227 1.381
H: 1.647 2.341 4.680
H: 2.038 2.000 2.861
H: -1.045 2.529 4.085
H: -0.627 4.986 2.773
H: 1.302 4.328 2.698
H: 2.162 -0.646 6.616
C: 8.389 -3.929 7.096
C: 7.247 -4.922 6.992
O: 6.042 -4.399 7.552
S: 5.195 -3.322 6.691
C: 3.720 -3.367 7.668
O: 4.910 -3.879 5.395
O: 5.804 -2.025 6.845
H: 8.213 -3.058 6.461
H: 9.329 -4.388 6.783
H: 8.494 -3.565 8.121
H: 7.088 -5.235 5.956
H: 7.498 -5.818 7.564
H: 3.276 -4.359 7.596
H: 3.036 -2.617 7.267
H: 3.972 -3.128 8.701
C: 12.791 0.376 4.658
C: 12.029 0.856 5.879
O: 10.676 1.179 5.561
S: 9.620 -0.032 5.367
C: 8.148 0.952 5.395
O: 9.643 -0.866 6.540
O: 9.779 -0.577 4.044
H: 12.411 -0.588 4.312
H: 13.852 0.257 4.888
H: 12.682 1.082 3.831
H: 12.071 0.120 6.687
H: 12.493 1.773 6.253
H: 8.045 1.406 6.379
H: 7.301 0.294 5.195
H: 8.218 1.714 4.619
C: -2.463 -2.012 -5.251
C: -3.854 -1.441 -5.450
O: -4.256 -0.638 -4.339
S: -3.651 0.856 -4.209
C: -4.761 1.436 -2.958
O: -3.912 1.576 -5.429
O: -2.330 0.773 -3.643
H: -1.708 -1.223 -5.266
H: -2.222 -2.724 -6.044
H: -2.386 -2.515 -4.284
H: -3.920 -0.873 -6.382
H: -4.571 -2.263 -5.522
H: -5.771 1.458 -3.363
H: -4.450 2.441 -2.672
H: -4.701 0.770 -2.097
C: -9.329 5.947 -0.816
C: -10.060 4.651 -1.114
O: -10.022 4.333 -2.505
S: -8.658 3.715 -3.117
C: -9.330 3.194 -4.671
O: -8.290 2.548 -2.358
O: -7.731 4.788 -3.361
H: -8.255 5.841 -0.988
H: -9.477 6.243 0.225
H: -9.682 6.749 -1.468
H: -9.662 3.826 -0.517
H: -11.113 4.765 -0.844
H: -10.068 2.413 -4.492
H: -8.511 2.805 -5.276
H: -9.783 4.053 -5.165
C: -5.428 -0.698 -11.586
C: -5.998 -1.149 -10.254
O: -6.243 -2.555 -10.235
S: -4.986 -3.555 -10.045
C: -5.919 -5.024 -9.718
O: -4.270 -3.185 -8.852
O: -4.322 -3.710 -11.313
H: -4.423 -1.099 -11.739
H: -5.367 0.391 -11.630
H: -6.048 -1.055 -12.412
H: -5.345 -0.859 -9.426
H: -6.961 -0.658 -10.092
H: -6.462 -4.897 -8.783
H: -5.217 -5.854 -9.636
H: -6.605 -5.198 -10.547


Below is 3 unconnected molecules or ions with the total composition C3H10O4 in a non-equilibrium geometry, with properties calculated with ωB97M-V with the def2-TZVPD basis set.

Values from the calculation:
Expectation value of S²: 0.756
Charge: +1
LUMO energy (alpha / beta) in eV: -5.48 / -10.65
HOMO level (alpha / beta) in eV: -14.0231 / -14.0229
HOMO-LUMO gap (alpha / beta) in eV: 8.5453 / 3.3770
Molecular weight in g mol⁻¹: 110.109
Multiplicity: 2

Atoms and positions in Å:
O: -0.688 -1.160 0.425
C: 0.318 -1.072 1.131
O: 0.206 -1.278 2.443
C: 1.611 -0.585 0.553
C: 1.499 0.878 0.017
H: -0.488 -1.973 2.455
H: 2.447 -0.609 1.249
H: 1.743 -1.173 -0.357
H: 0.516 0.965 -0.442
H: 1.663 1.661 0.752
H: 2.270 1.010 -0.740
H: -0.037 2.059 -4.852
H: -0.963 1.055 -4.768
O: 0.012 1.095 -4.773
H: -1.812 0.604 0.973
H: -3.239 1.093 1.024
O: -2.331 1.388 1.167


Below is a molecular structure, C32H93K5NO36P2 in a non-equilibrium geometry, with properties calculated with ωB97M-V with the def2-TZVPD basis set.

Values from the calculation:
Charge: -1
LUMO energy in eV: 0.89
HOMO level in eV: -4.6802
HOMO-LUMO gap in eV: 5.5712
Molecular weight in g mol⁻¹: 1325.505

Atoms and positions in Å:
K: 1.815 -1.614 2.607
K: -1.620 -0.536 -2.773
K: -1.900 -0.920 2.000
K: 0.655 1.430 1.041
K: 3.241 -2.867 -1.164
P: -0.696 1.396 3.928
O: -1.389 1.239 5.276
O: -1.848 1.652 2.872
O: 0.063 0.110 3.434
O: 0.234 2.667 3.960
P: 0.761 -1.396 -0.505
O: 0.565 -2.520 0.536
O: -0.437 -0.414 -0.391
O: 0.795 -1.860 -2.015
O: 2.086 -0.668 -0.210
C: 2.852 0.758 4.682
C: 3.083 1.746 5.804
O: 1.843 2.078 6.437
O: 4.033 0.344 4.111
H: 2.255 1.248 3.913
H: 2.337 -0.121 5.067
H: 3.710 2.608 5.578
H: 3.588 1.170 6.580
H: 1.291 2.480 5.762
H: 3.844 0.339 3.169
C: 4.700 1.041 0.984
C: 6.066 0.481 1.282
O: 6.456 -0.570 0.505
O: 3.641 0.282 1.511
H: 4.490 1.191 -0.075
H: 4.628 2.062 1.360
H: 6.333 0.263 2.316
H: 6.752 1.287 1.018
H: 6.858 -0.236 -0.300
H: 3.202 -0.070 0.733
C: -1.296 -2.794 5.511
C: -0.309 -2.355 6.556
O: 0.729 -1.729 5.852
O: -2.063 -1.721 5.095
H: -1.848 -3.697 5.772
H: -0.760 -3.275 4.693
H: 0.221 -3.080 7.174
H: -0.767 -1.685 7.284
H: 0.402 -0.918 5.456
H: -1.682 -0.843 5.165
C: -1.124 5.447 1.775
C: -1.994 4.511 0.879
O: -1.605 3.143 0.712
O: -0.853 4.944 3.079
H: -1.627 6.399 1.945
H: -0.219 5.721 1.232
H: -2.117 5.004 -0.086
H: -2.984 4.569 1.331
H: -1.857 2.608 1.468
H: -0.372 4.114 3.079
C: 2.595 -4.979 -7.004
C: 3.709 -3.959 -6.826
O: 3.786 -3.367 -5.509
O: 2.794 -6.207 -6.387
H: 2.756 -5.227 -8.054
H: 1.583 -4.577 -6.954
H: 3.577 -3.193 -7.589
H: 4.536 -4.549 -7.221
H: 2.962 -2.958 -5.236
H: 2.747 -6.129 -5.432
C: -5.183 3.042 3.509
C: -5.158 2.214 2.187
O: -4.274 1.102 2.243
O: -3.839 3.359 3.971
H: -5.575 2.235 4.128
H: -5.891 3.868 3.451
H: -4.876 2.958 1.442
H: -6.134 1.876 1.839
H: -3.342 1.301 2.357
H: -3.246 2.644 3.730
C: -4.567 -3.080 -0.773
C: -5.490 -2.669 -1.879
O: -5.163 -3.216 -3.084
O: -3.413 -2.284 -1.083
H: -4.275 -4.131 -0.757
H: -4.832 -2.703 0.215
H: -5.519 -1.581 -1.934
H: -6.478 -3.026 -1.589
H: -4.243 -3.487 -3.061
H: -2.742 -2.693 -0.532
C: 2.528 5.367 3.677
C: 3.441 4.382 3.057
O: 2.476 3.498 2.416
O: 1.896 4.923 4.899
H: 1.824 5.782 2.956
H: 3.069 6.268 3.968
H: 4.061 3.837 3.768
H: 3.994 4.933 2.296
H: 1.952 3.109 3.119
H: 1.420 4.128 4.647
C: 3.409 -6.020 2.911
C: 4.046 -5.185 4.075
O: 3.304 -3.988 4.324
O: 4.195 -7.116 2.663
H: 3.302 -5.455 1.984
H: 2.459 -6.505 3.137
H: 5.108 -5.084 3.850
H: 3.972 -5.707 5.028
H: 3.129 -3.952 5.267
H: 3.597 -7.731 2.233
C: -0.486 -5.509 0.852
C: -1.848 -4.957 0.697
O: -1.740 -3.552 0.701
O: 0.293 -5.117 -0.255
H: -0.421 -6.594 0.923
H: -0.020 -5.146 1.768
H: -2.581 -5.521 1.274
H: -2.175 -5.180 -0.319
H: -0.839 -3.328 0.458
H: 0.711 -4.266 -0.104
C: -0.043 -3.838 -4.715
C: -0.615 -4.399 -3.461
O: -1.127 -3.483 -2.586
O: 1.269 -3.314 -4.382
H: -0.680 -3.034 -5.082
H: 0.054 -4.567 -5.520
H: 0.007 -5.168 -3.003
H: -1.541 -4.966 -3.555
H: -0.418 -2.983 -2.174
H: 1.167 -2.550 -3.809
C: 2.463 5.712 -0.804
C: 1.957 7.123 -1.015
O: 0.543 7.171 -1.155
O: 2.349 4.780 -1.800
H: 2.090 5.327 0.146
H: 3.553 5.727 -0.840
H: 2.434 7.610 -1.865
H: 2.390 7.708 -0.204
H: 0.397 7.128 -2.103
H: 1.984 3.942 -1.506
C: 3.180 0.574 -3.520
C: 2.054 1.431 -2.996
O: 2.240 1.691 -1.595
O: 2.964 -0.792 -3.242
H: 4.130 0.774 -3.025
H: 3.233 0.847 -4.574
H: 1.182 0.825 -3.242
H: 1.867 2.381 -3.495
H: 2.474 0.827 -1.246
H: 2.169 -0.862 -2.708
C: -0.786 0.185 -6.312
O: -1.846 0.288 -5.324
C: -2.821 1.308 -5.670
C: -3.934 1.467 -4.579
N: -3.329 1.728 -3.304
C: -4.248 2.237 -2.201
C: -5.655 1.633 -1.942
O: -6.576 1.476 -2.962
C: -7.142 2.599 -3.605
H: -1.328 0.007 -7.242
H: -0.184 -0.695 -6.085
H: -0.229 1.121 -6.338
H: -3.127 1.141 -6.703
H: -2.255 2.232 -5.780
H: -4.531 0.560 -4.479
H: -4.698 2.185 -4.876
H: -2.492 2.292 -3.282
H: -4.492 3.255 -2.502
H: -3.684 2.583 -1.335
H: -6.113 2.134 -1.089
H: -5.304 0.656 -1.608
H: -6.486 3.302 -4.118
H: -7.587 3.185 -2.801
H: -7.920 2.160 -4.229